ORCA calculation (ωB97M-V with the def2-TZVPD basis set) on one molecule with the formula C2H3N3O2.

Last column: Mulliken charge in e.
Atoms and positions in Å:
C 1.37 0.70 0.12  -0.213
C -0.16 0.41 0.15  0.614
H -1.94 -1.00 -0.56  0.383
H 1.84 1.66 0.15  0.396
H -1.40 1.80 -0.35  0.186
N -0.19 -0.93 0.49  0.185
N 1.99 -0.43 -0.05  -0.248
N -1.37 0.95 0.05  -0.722
O -1.23 -1.65 0.01  -0.444
O 1.10 -1.51 -0.02  -0.136

The value obtained for the LUMO energy is -0.2 eV. As for the SMILES: [H]/N=c1\cnon1O. As for the energy relative to the best compared isomer or geometry (same formula, charge and spin): 153.5 kcal per mole. The value obtained for the frontier orbital gap is 9.42 eV. The value obtained for the strongest force on any atom is 0.1114 hartree/bohr.

***

ORCA calculation (ωB97M-V with the def2-TZVPD basis set) on a 3-piece molecular cluster, C12H30N3O6P overall.

Last column: Mulliken charge in e.
Atoms and positions in Å:
N 5.08 1.15 2.54  -0.861
C 3.96 1.73 1.75  1.078
N 4.40 2.58 0.68  -0.523
N 3.23 0.60 1.21  -0.521
C 3.05 2.57 2.70  -1.614
P 1.22 2.50 2.14  0.519
C -0.63 2.30 1.52  -0.399
C -1.20 1.14 2.21  0.207
O -1.76 1.22 3.25  -0.594
O -1.03 -0.09 1.62  -0.394
H 5.29 1.79 3.30  0.308
H 4.68 0.34 3.02  0.267
H 4.66 3.51 0.99  0.211
H 5.12 2.15 0.12  0.226
H 2.82 0.81 0.31  0.063
H 3.79 -0.23 1.18  0.269
H 3.41 3.59 2.79  0.514
H 3.07 2.05 3.65  0.395
H 1.59 2.88 0.83  -0.031
H 0.86 3.53 3.04  0.009
H 1.16 1.17 2.66  -0.053
H -1.22 3.15 1.80  0.490
H -0.65 2.10 0.45  0.169
H -0.70 -0.64 2.34  0.291
O 1.02 1.02 -0.95  -0.539
C 0.74 0.14 -1.71  0.712
O 1.74 -0.58 -2.27  -0.412
C 1.52 -1.77 -3.02  -0.385
C 1.24 -1.47 -4.48  -1.015
C -0.68 -0.13 -2.12  -0.804
H 0.74 -2.38 -2.56  0.342
H 2.44 -2.34 -2.94  0.352
H 0.32 -0.89 -4.60  0.272
H 1.13 -2.40 -5.04  0.364
H 2.05 -0.89 -4.91  0.316
H -0.94 0.52 -2.96  0.268
H -1.33 0.10 -1.28  0.095
H -0.89 -1.16 -2.39  0.389
O -3.30 -1.12 -2.77  -0.542
C -3.81 -1.41 -1.72  0.910
O -3.02 -1.78 -0.70  -0.287
C -3.49 -1.96 0.65  -0.117
C -4.02 -3.36 0.86  -1.144
C -5.31 -1.46 -1.55  -1.276
H -4.21 -1.19 0.91  0.409
H -2.62 -1.80 1.28  0.057
H -4.89 -3.57 0.23  0.299
H -4.32 -3.50 1.90  0.383
H -3.26 -4.10 0.61  0.316
H -5.67 -2.44 -1.87  0.302
H -5.74 -0.70 -2.19  0.347
H -5.64 -1.26 -0.54  0.362

The value obtained for the LUMO energy is 0.6 eV. As for the SMILES: NC(N)(N)C[PH3]CC(=O)O.CCOC(C)=O.CCOC(C)=O. The value obtained for the frontier orbital gap is 8.47 eV. The value obtained for the strongest force on any atom is 0.0413 hartree/bohr.

***

ORCA calculation (ωB97M-V with the def2-TZVPD basis set) on C46H121F6N12O15PbS2 as an isolated structure.

Last column: Mulliken charge in e.
Atoms and positions in Å:
Pb 14.97 -7.43 9.79  1.426
C 12.32 -4.70 7.44  -0.093
F 12.74 -4.17 8.59  0.146
F 11.13 -5.25 7.60  -0.224
F 12.21 -3.80 6.54  -0.144
S 13.47 -6.08 6.85  0.595
O 12.78 -7.26 7.22  -0.348
O 13.71 -5.92 5.47  -0.470
N 14.90 -5.97 7.82  -0.184
S 15.81 -4.69 7.37  1.242
O 15.08 -3.72 6.66  -0.210
O 16.52 -4.23 8.53  -0.777
C 17.12 -5.43 6.25  -0.410
F 17.85 -4.51 5.73  0.026
F 17.87 -6.27 6.99  0.195
F 16.54 -6.12 5.30  -0.038
C 13.38 -0.74 10.77  -1.102
C 12.53 0.07 9.84  0.870
C 11.49 -0.80 9.08  -0.149
O 10.71 0.02 8.28  -0.405
C 9.59 -0.66 7.68  -0.625
N 11.81 1.18 10.57  -0.786
H 13.91 -1.51 10.19  -0.207
H 12.80 -1.26 11.53  0.647
H 14.17 -0.15 11.25  0.363
H 13.10 0.66 9.10  -0.072
H 10.88 -1.32 9.85  0.333
H 12.00 -1.55 8.45  -0.115
H 9.10 -0.04 6.94  0.312
H 8.88 -0.99 8.47  0.319
H 9.90 -1.63 7.24  0.111
H 11.28 0.85 11.37  0.254
H 11.16 1.68 9.98  0.279
C 14.93 -3.60 2.87  -1.157
C 14.00 -2.43 2.64  0.823
C 14.14 -1.35 3.67  -0.311
O 13.19 -0.34 3.34  -0.432
C 13.56 0.92 3.91  -0.467
N 14.29 -1.88 1.30  -0.790
H 14.67 -4.15 3.78  0.006
H 15.99 -3.35 2.86  0.195
H 14.77 -4.33 2.07  0.473
H 12.95 -2.77 2.71  0.275
H 15.17 -0.96 3.69  -0.012
H 13.93 -1.73 4.69  0.179
H 13.54 0.79 5.00  0.081
H 12.79 1.67 3.71  0.309
H 14.54 1.21 3.55  0.293
H 14.30 -2.65 0.64  0.260
H 13.53 -1.27 1.01  0.270
C 20.43 -8.93 -0.63  -1.481
C 18.96 -8.52 -0.84  0.708
C 18.59 -7.40 0.13  -0.834
O 18.73 -7.87 1.44  -0.486
C 18.41 -6.87 2.40  -0.684
N 18.75 -7.98 -2.20  -0.707
H 20.64 -9.77 -1.30  0.405
H 20.67 -9.21 0.40  0.340
H 21.14 -8.15 -0.93  0.284
H 18.31 -9.39 -0.68  0.048
H 17.58 -7.04 -0.08  0.401
H 19.29 -6.56 -0.04  0.594
H 17.52 -7.17 2.98  0.181
H 18.00 -5.93 1.98  0.457
H 19.29 -6.65 3.01  0.203
H 19.13 -8.52 -2.97  0.274
H 19.24 -7.09 -2.30  0.270
C 10.57 -8.99 3.88  -1.522
C 10.83 -9.88 5.08  1.972
C 9.69 -9.78 6.10  -1.038
O 9.90 -10.63 7.23  -0.247
C 9.00 -11.71 7.34  -0.857
N 11.02 -11.27 4.58  -0.730
H 9.50 -8.96 3.62  0.519
H 11.13 -9.33 3.01  0.376
H 10.83 -7.96 4.13  0.197
H 11.67 -9.48 5.66  -0.776
H 8.66 -9.87 5.71  0.484
H 9.75 -8.73 6.47  0.192
H 9.37 -12.39 8.10  0.268
H 9.02 -12.34 6.43  0.332
H 7.96 -11.42 7.53  0.302
H 10.33 -11.42 3.85  0.335
H 10.80 -11.95 5.31  0.256
C 17.35 -2.88 11.42  0.315
C 17.74 -3.17 12.85  0.039
C 17.03 -2.34 13.88  -1.226
O 15.69 -2.61 13.82  -0.007
C 15.03 -1.78 14.70  -0.964
N 17.54 -4.67 13.15  -0.570
H 17.27 -1.83 11.15  0.738
H 16.43 -3.40 11.13  -0.788
H 18.12 -3.30 10.77  -0.659
H 18.82 -2.99 12.87  0.479
H 17.20 -1.28 13.64  0.496
H 17.49 -2.44 14.87  0.491
H 15.44 -1.75 15.71  0.354
H 13.98 -2.07 14.75  0.251
H 15.07 -0.75 14.32  0.362
H 18.19 -4.86 13.91  0.287
H 16.58 -4.69 13.50  0.274
C 15.71 -0.15 8.05  -0.879
C 16.72 0.85 7.49  0.323
C 18.12 0.55 7.98  -0.291
O 18.22 0.83 9.36  -0.371
C 19.51 0.80 9.79  -0.667
N 16.61 0.90 6.03  -0.476
H 15.56 0.21 9.07  0.189
H 16.10 -1.17 8.07  -0.018
H 14.77 -0.17 7.50  0.571
H 16.38 1.85 7.79  0.262
H 18.79 1.20 7.38  0.494
H 18.35 -0.50 7.71  -0.109
H 20.01 -0.11 9.42  0.185
H 19.53 0.74 10.89  0.287
H 20.10 1.69 9.55  0.334
H 17.47 0.88 5.43  0.437
H 16.04 0.18 5.60  -0.197
C 15.29 -10.49 0.30  -1.725
C 15.84 -9.72 1.47  1.693
C 14.77 -9.62 2.57  -1.387
O 15.29 -8.88 3.64  0.010
C 14.51 -9.01 4.77  0.291
N 17.12 -10.31 2.01  -0.879
H 14.22 -10.28 0.15  0.417
H 15.48 -11.55 0.39  0.389
H 15.74 -10.13 -0.64  0.373
H 16.06 -8.68 1.15  -0.203
H 14.43 -10.62 2.88  0.391
H 13.87 -9.14 2.15  0.356
H 14.52 -9.96 5.32  0.310
H 13.51 -8.69 4.44  0.098
H 14.75 -8.29 5.55  -0.775
H 17.87 -9.65 1.74  0.352
H 17.05 -10.22 3.01  0.299
C 21.61 -6.93 6.74  -1.476
C 21.06 -5.97 5.71  1.399
C 20.74 -4.59 6.28  1.176
O 20.44 -4.66 7.63  -0.170
C 20.72 -3.54 8.38  -0.775
N 21.90 -5.92 4.56  -0.582
H 20.95 -6.97 7.60  0.246
H 22.59 -6.58 7.09  0.329
H 21.64 -7.92 6.30  0.405
H 20.09 -6.34 5.38  -0.508
H 19.89 -4.14 5.76  -1.834
H 21.55 -3.87 6.07  0.701
H 21.41 -2.80 7.95  0.392
H 21.30 -3.90 9.26  0.399
H 19.90 -3.03 8.90  -0.042
H 22.83 -5.56 4.70  0.228
H 21.52 -5.60 3.69  0.177
C 19.02 -1.93 4.71  -0.908
C 19.93 -0.71 4.66  0.701
C 21.03 -0.89 3.68  -0.973
O 21.70 0.32 3.61  -0.344
C 22.83 0.26 2.76  -0.797
N 19.09 0.46 4.41  -0.561
H 18.46 -2.09 3.77  0.453
H 18.33 -1.93 5.55  -0.063
H 19.60 -2.87 4.76  0.094
H 20.44 -0.71 5.63  0.136
H 20.63 -1.24 2.71  0.378
H 21.77 -1.64 4.02  0.361
H 23.70 -0.06 3.37  0.277
H 23.05 1.29 2.48  0.269
H 22.73 -0.41 1.91  0.330
H 19.72 1.27 4.32  0.255
H 18.64 0.30 3.50  0.304
C 19.46 -6.22 10.49  -1.181
C 18.12 -6.64 9.99  2.035
C 18.29 -7.90 9.18  -0.719
O 17.06 -8.31 8.58  -0.027
C 17.25 -9.19 7.48  -0.834
N 17.12 -6.85 11.09  -0.312
H 19.50 -5.42 11.21  0.160
H 20.12 -6.02 9.64  0.088
H 20.00 -7.05 10.98  0.406
H 17.75 -5.85 9.34  -1.225
H 18.78 -8.75 9.66  0.600
H 18.94 -7.57 8.34  -0.094
H 16.26 -9.61 7.30  0.203
H 17.91 -10.03 7.71  0.361
H 17.59 -8.62 6.63  0.200
H 17.51 -7.57 11.70  0.320
H 17.08 -5.99 11.71  0.063
C 12.33 -4.25 12.24  -1.133
C 12.88 -5.63 11.84  0.415
C 11.88 -6.38 11.00  -1.076
O 12.42 -7.42 10.21  -0.159
C 11.34 -8.23 9.66  -0.982
N 14.16 -5.40 11.05  0.547
H 13.03 -3.80 12.94  0.241
H 11.34 -4.29 12.70  0.537
H 12.16 -3.70 11.31  0.068
H 13.09 -6.21 12.74  0.564
H 11.40 -5.68 10.30  0.226
H 11.04 -6.75 11.61  0.539
H 10.66 -7.58 9.11  0.320
H 10.87 -8.72 10.51  0.423
H 11.69 -8.87 8.86  0.232
H 14.70 -4.69 11.56  -0.580
H 13.91 -4.93 10.18  0.049

The value obtained for the LUMO energy is -2.7 eV. As for the energy relative to the best compared isomer or geometry (same formula, charge and spin): 36.5 kcal per mole. As for the net charge: +1. The value obtained for the frontier orbital gap is 7.02 eV. The value obtained for the strongest force on any atom is 0.0596 hartree/bohr.

***

ORCA calculation (ωB97M-V with the def2-TZVPD basis set) on C44H96BFI3N5O5P as an isolated structure.

Last column: Mulliken charge in e.
Atoms and positions in Å:
C 7.30 -2.28 -0.53  -0.235
C 6.59 -2.63 -1.58  -0.400
C 5.38 -2.76 -2.64  -0.270
C 5.66 -1.89 -4.01  -0.598
C 4.60 -0.76 -4.34  -0.915
C 4.45 0.52 -3.39  1.630
P 6.30 0.91 -2.97  0.169
C 7.07 1.98 -4.40  -1.063
O 6.42 1.85 -1.53  -0.322
C 3.80 0.36 -1.88  -1.215
F 4.57 -0.35 -0.89  -0.281
C 3.03 1.73 -1.38  -0.123
I 0.90 1.30 -0.91  0.375
B 3.49 2.42 0.01  1.146
O 3.44 3.87 0.32  -0.505
O 3.96 1.63 1.17  -0.513
C 2.88 1.41 2.12  -0.422
C 2.46 -0.18 2.01  -0.063
C 2.93 2.56 -2.77  -0.370
C 3.15 4.16 -2.81  -1.545
I 5.18 4.87 -2.54  0.133
C 2.55 4.90 -4.15  -0.428
C 3.60 5.01 -5.37  -0.753
I 2.10 6.98 -3.51  0.136
N 3.58 1.71 -3.86  1.504
C 2.88 1.59 -5.20  -0.684
O 1.97 0.52 -5.39  -0.276
C 0.89 0.41 -4.44  1.322
C -0.24 -0.57 -5.10  -0.884
O -1.59 -0.20 -4.73  -0.385
C -2.03 1.01 -5.44  -0.256
C -2.30 2.12 -4.25  -0.470
H 7.94 -2.02 0.40  0.364
H 5.31 -3.89 -2.90  0.440
H 4.35 -2.49 -2.19  0.142
H 5.52 -2.70 -4.85  0.429
H 6.78 -1.61 -4.12  0.341
H 3.55 -1.28 -4.39  0.210
H 4.79 -0.39 -5.43  0.275
H 7.79 1.26 -4.96  0.334
H 7.68 2.86 -4.00  0.328
H 6.27 2.30 -5.16  0.187
H 7.06 2.59 -1.77  0.140
H 2.90 -0.36 -2.04  0.247
H 4.37 4.23 0.31  0.281
H 1.97 2.10 2.01  0.233
H 3.30 1.52 3.19  0.329
H 3.03 -0.85 2.74  0.334
H 2.63 -0.48 0.89  -0.079
H 1.30 -0.25 2.14  -0.161
H 1.77 2.53 -2.96  -0.052
H 2.50 4.60 -1.95  0.728
H 1.53 4.45 -4.46  0.455
H 4.13 6.05 -5.41  0.431
H 4.33 4.13 -5.38  0.085
H 2.96 4.97 -6.35  0.309
H 4.36 2.37 -4.13  -0.313
H 2.35 2.56 -5.54  0.323
H 3.74 1.44 -5.98  0.272
H 1.30 -0.20 -3.53  -0.431
H 0.37 1.38 -4.14  -0.260
H -0.11 -0.44 -6.26  0.343
H 0.02 -1.68 -4.88  0.305
H -2.94 0.85 -6.12  0.372
H -1.12 1.45 -6.04  0.189
H -1.48 2.95 -4.29  0.118
H -2.17 1.60 -3.22  -0.001
H -3.37 2.55 -4.31  0.311
C -4.87 -2.10 3.69  -1.468
C -4.64 -1.38 2.37  -0.262
N -3.61 -0.35 2.42  0.111
C -3.58 0.50 1.22  -0.837
C -3.22 -0.16 -0.10  -0.347
C -2.30 -0.77 2.90  -0.698
C -1.59 -1.89 2.14  -0.856
H -5.12 -1.40 4.49  0.326
H -5.70 -2.81 3.59  0.403
H -3.99 -2.68 4.00  0.328
H -5.60 -0.90 2.11  0.348
H -4.44 -2.12 1.59  0.266
H -2.91 1.35 1.39  0.348
H -4.58 0.95 1.11  0.421
H -2.14 -0.35 -0.18  -0.085
H -3.48 0.50 -0.93  0.257
H -3.75 -1.10 -0.26  0.191
H -2.40 -1.08 3.94  0.356
H -1.63 0.10 2.95  0.388
H -2.27 -2.71 1.86  0.296
H -0.81 -2.33 2.76  0.363
H -1.11 -1.52 1.23  0.132
C 12.31 4.73 -0.29  -1.469
C 11.24 3.70 -0.61  -0.171
N 11.66 2.32 -0.39  0.119
C 10.73 1.33 -0.94  -1.102
C 9.33 1.27 -0.32  0.225
C 12.18 2.00 0.94  -0.704
C 11.26 2.24 2.13  -0.937
H 13.22 4.56 -0.87  0.338
H 11.94 5.73 -0.54  0.428
H 12.57 4.74 0.77  0.304
H 10.99 3.82 -1.67  0.369
H 10.33 3.94 -0.04  0.209
H 11.18 0.33 -0.89  0.338
H 10.61 1.54 -2.01  0.408
H 9.34 0.76 0.65  0.069
H 8.67 0.69 -0.97  -0.051
H 8.88 2.26 -0.19  0.015
H 13.10 2.58 1.09  0.399
H 12.52 0.96 0.96  0.328
H 10.72 3.19 2.06  0.225
H 11.85 2.28 3.05  0.373
H 10.54 1.43 2.26  0.290
C -6.46 -3.79 7.10  -1.333
C -7.48 -3.28 8.10  -0.357
N -8.03 -1.97 7.77  0.105
C -8.82 -1.38 8.85  -0.675
C -10.11 -2.10 9.26  -0.949
C -8.62 -1.83 6.43  -0.149
C -9.78 -2.76 6.07  -1.011
H -5.63 -3.09 6.98  0.286
H -6.05 -4.75 7.45  0.467
H -6.90 -3.97 6.11  0.248
H -6.98 -3.21 9.06  0.440
H -8.27 -4.03 8.21  0.243
H -9.06 -0.34 8.61  0.341
H -8.18 -1.32 9.74  0.402
H -10.91 -1.92 8.54  0.220
H -10.45 -1.71 10.22  0.393
H -9.97 -3.18 9.37  0.271
H -7.83 -1.97 5.69  -0.200
H -8.94 -0.79 6.28  0.367
H -9.61 -3.79 6.40  0.224
H -9.91 -2.79 4.99  0.372
H -10.72 -2.41 6.49  0.310
C -7.59 -0.65 -1.24  -1.335
C -8.66 -1.69 -1.56  -0.353
N -8.23 -3.07 -1.35  0.103
C -9.17 -4.05 -1.89  -0.658
C -10.56 -4.12 -1.26  -0.954
C -7.70 -3.39 -0.02  -0.565
C -8.62 -3.15 1.18  -0.635
H -6.68 -0.82 -1.83  0.289
H -7.96 0.35 -1.48  0.480
H -7.32 -0.64 -0.18  0.186
H -8.91 -1.56 -2.61  0.467
H -9.56 -1.45 -0.98  0.251
H -8.72 -5.05 -1.85  0.343
H -9.29 -3.84 -2.96  0.413
H -10.54 -4.63 -0.29  0.220
H -11.23 -4.69 -1.91  0.390
H -11.01 -3.13 -1.13  0.276
H -6.78 -2.81 0.13  -0.002
H -7.36 -4.43 0.00  0.352
H -9.16 -2.20 1.11  0.245
H -8.02 -3.11 2.10  0.151
H -9.33 -3.96 1.30  0.343

The value obtained for the LUMO energy is -3.5 eV. As for the net charge: +1. The value obtained for the frontier orbital gap is 5.51 eV. The value obtained for the strongest force on any atom is 0.1300 hartree/bohr.